This record from OMol25 describes an isolated molecule of C5H10N2O3 at a distorted geometry. The level of theory is ωB97M-V with the def2-TZVPD basis set.

```
20
Properties=species:S:1:pos:R:3:nbo_charge:R:1
C -0.588 -0.534 -2.581 -0.60
C 0.317 0.437 2.541 -0.63
C 0.461 -0.378 -1.418 -0.39
C 1.013 0.424 1.119 -0.40
C -0.032 -0.079 0.052 0.12
N -0.697 -1.243 0.600 0.16
N -1.163 0.974 0.072 0.53
O -0.067 -2.268 0.630 -0.27
O -0.917 2.092 -0.305 -0.38
O -2.225 0.546 0.434 -0.34
H -1.304 0.178 -2.456 0.22
H -0.822 -1.527 -2.560 0.21
H -0.014 -0.412 -3.430 0.22
H -0.699 0.582 2.496 0.22
H 0.523 -0.497 3.139 0.23
H 0.791 1.335 2.863 0.23
H 1.038 -1.209 -1.253 0.22
H 1.226 0.490 -1.615 0.21
H 1.766 -0.282 0.986 0.22
H 1.393 1.370 0.686 0.23
```

Properties
HOMO energy in eV: -9.31
Multiplicity: 1
SMILES: CCC(CC)(N=O)[N+](=O)[O-]
Strongest force on any atom in eV/Å: 4.71
Energy above the lowest of the compared OMol25 structures with the same formula, charge and spin in eV: 7.829
E_LUMO in Eh: -0.0166